ORCA calculation (the ωB97M-V functional and the def2-TZVPD basis) on a cluster of 10 separate species, C40H76N4O14 in total at a distorted geometry.

```
134
Properties=species:S:1:pos:R:3:forces:R:3
C -5.7171 -1.0567 6.7676 0.5 -0.8 -0.5
C -5.9750 -1.5824 5.2989 0.5 0.4 1.7
N -5.5680 -3.0008 5.1765 -0.1 0.6 -0.1
C -5.6428 -3.5498 3.8222 -0.1 0.1 0.1
C -4.9677 -2.7464 2.7156 -0.9 0.6 -0.2
C -6.3562 -3.8620 6.0911 -0.2 0.5 -2.2
C -7.8901 -3.7342 5.8298 0.3 0.4 2.2
H -4.7467 -1.3526 7.1662 0.3 0.0 -0.4
H -6.3976 -1.5476 7.4633 -0.4 0.3 -0.1
H -5.7750 0.0263 6.8770 -0.3 -0.1 -0.2
H -7.0364 -1.3533 5.2034 -0.4 -0.5 -0.7
H -5.4772 -0.9581 4.5570 0.3 -0.2 0.2
H -5.3329 -4.5899 3.9237 0.4 0.0 -0.3
H -6.6905 -3.5951 3.5252 -0.3 -0.1 -0.3
H -5.5899 -1.8560 2.6247 0.3 0.5 0.1
H -3.9307 -2.4224 2.8045 0.0 -0.4 0.3
H -5.1460 -3.1795 1.7314 0.3 -0.6 0.1
H -5.9752 -3.6043 7.0793 -0.8 -0.4 0.2
H -6.1470 -4.8995 5.8305 0.6 0.0 0.3
H -8.3040 -3.7908 4.8230 0.6 -0.3 0.0
H -8.2188 -2.7908 6.2657 -0.2 0.1 -0.1
H -8.3288 -4.4887 6.4827 -0.4 -0.2 -0.3
C 1.5838 -4.7160 7.6592 0.5 0.0 -0.7
C 3.0730 -4.8397 7.2712 0.6 0.6 0.6
N 3.5008 -4.2859 5.9907 -1.1 0.3 -0.5
C 4.9551 -4.3793 5.8377 -1.4 -1.8 -2.4
C 5.7284 -3.6446 6.7865 1.6 1.3 1.8
C 2.8061 -4.9667 4.8738 0.9 1.5 0.2
C 3.0946 -4.2653 3.5625 0.8 -0.3 -1.1
H 1.2254 -3.6884 7.5972 0.2 0.1 0.2
H 1.4071 -5.1164 8.6575 0.1 0.1 0.0
H 0.9588 -5.2841 6.9702 0.0 -0.1 0.0
H 3.7234 -4.3196 7.9745 -0.5 0.2 0.5
H 3.4173 -5.8676 7.3849 -0.2 -0.7 -0.2
H 5.2180 -5.4366 5.8035 0.3 -0.6 0.2
H 5.2878 -4.0288 4.8607 -0.7 0.2 -0.2
H 5.8452 -4.1556 7.7421 -0.3 0.4 0.3
H 6.7468 -3.5058 6.4236 0.1 0.0 -0.1
H 5.2752 -2.6543 6.8327 0.2 0.1 0.7
H 1.7263 -4.8630 4.9809 0.1 -0.5 0.5
H 3.1852 -5.9882 4.9019 -0.5 -0.6 -0.5
H 2.5048 -4.6792 2.7446 -0.4 0.1 0.1
H 4.1070 -4.4132 3.1867 0.2 -0.1 0.3
H 2.9864 -3.1810 3.5863 -0.4 0.0 0.3
O 4.4245 7.7785 -6.6352 -2.3 1.3 0.6
C 3.2785 8.1495 -6.3816 2.6 -1.4 -1.4
C 2.5528 9.4392 -6.6666 0.6 0.5 0.4
C 1.4272 9.3315 -5.6427 -0.5 1.7 -1.1
C 1.0923 7.8817 -5.7651 0.5 -0.4 1.4
O 2.4096 7.2963 -5.8160 -0.2 -0.6 -0.2
H 3.2055 10.3100 -6.6061 0.0 -0.1 0.3
H 2.1508 9.4799 -7.6789 0.0 -0.4 -0.1
H 1.7514 9.6155 -4.6415 0.0 -0.2 0.0
H 0.6402 10.0047 -5.9825 -0.3 -0.1 0.4
H 0.6696 7.4846 -4.8422 -0.4 -0.1 -0.3
H 0.4974 7.6102 -6.6372 0.1 0.0 0.0
O 3.0610 10.8662 1.5426 0.5 -3.1 2.6
C 3.2038 9.8814 2.3019 -0.7 2.6 -3.0
C 4.4488 9.4546 3.0576 -1.6 -0.4 1.6
C 4.0321 8.0495 3.5719 0.2 -0.4 0.3
C 2.5122 7.9014 3.3018 1.0 -0.2 -0.8
O 2.1737 9.0058 2.4882 0.2 1.1 -0.6
H 5.3980 9.6088 2.5443 -0.4 -0.4 -0.2
H 4.4570 10.0629 3.9621 0.2 0.6 -0.2
H 4.6651 7.3102 3.0812 -0.5 -0.3 0.0
H 4.0537 7.8657 4.6461 1.0 0.4 0.1
H 2.3630 6.9784 2.7414 -0.4 0.1 0.0
H 1.8592 7.9219 4.1742 0.3 0.0 0.1
O 5.1874 -10.4634 -4.3976 -1.0 4.6 -0.6
C 5.0468 -9.2267 -4.6016 1.4 -4.5 0.4
C 6.1720 -8.2421 -4.9454 -0.8 0.8 1.5
C 5.4515 -6.9051 -4.5805 0.1 -0.2 -1.9
C 4.0073 -7.2440 -4.9466 0.7 1.3 -0.8
O 3.8431 -8.6087 -4.6889 0.2 -1.5 0.9
H 7.1040 -8.2285 -4.3804 -0.3 -1.0 0.3
H 6.4600 -8.4807 -5.9692 -0.3 0.7 -0.3
H 5.5763 -6.6227 -3.5351 0.1 -0.2 -0.1
H 5.7884 -6.1240 -5.2620 0.1 0.3 0.4
H 3.2584 -6.6041 -4.4800 -0.1 -0.5 0.3
H 3.9069 -7.1179 -6.0247 -0.2 0.2 -0.2
O 3.7805 1.1146 -0.5609 -1.7 0.1 -0.6
C 2.7711 0.9735 -1.2308 2.6 0.0 1.5
C 2.6792 0.0400 -2.4079 -2.5 1.0 -0.3
C 1.1304 0.0613 -2.6298 0.4 -0.6 -0.2
C 0.5853 1.3103 -1.8817 -0.1 -1.7 -0.2
O 1.6418 1.6956 -0.9960 0.5 0.1 -0.7
H 3.1083 0.5927 -3.2437 0.4 -0.2 0.0
H 3.0959 -0.9641 -2.3288 0.2 0.4 0.4
H 0.9505 0.0278 -3.7044 -0.4 0.2 0.1
H 0.6503 -0.8063 -2.1771 0.2 -0.2 -0.2
H 0.1897 2.0443 -2.5836 0.6 0.6 0.4
H -0.2281 0.9802 -1.2355 -0.1 0.3 -0.1
O -5.0376 -4.6213 -5.5760 0.1 -0.7 -0.1
C -5.0904 -3.7730 -6.4160 0.2 -0.6 0.8
C -4.0836 -3.4682 -7.5006 -0.2 -0.6 1.4
C -4.5248 -2.1094 -7.9446 1.2 1.5 -1.4
C -5.8367 -1.8225 -7.3192 -1.2 -0.6 0.0
O -6.0407 -2.8573 -6.3767 -1.2 0.6 0.6
H -3.1978 -3.4601 -6.8655 0.5 0.0 -0.7
H -4.0625 -4.3288 -8.1692 0.1 0.4 -0.3
H -3.9037 -1.2933 -7.5755 0.8 -0.4 -0.3
H -4.6514 -1.9513 -9.0156 0.5 -0.3 -0.1
H -5.8321 -0.8735 -6.7830 -0.5 0.0 -0.2
H -6.6086 -1.9363 -8.0803 -0.4 0.6 0.3
O -5.1311 4.1957 -1.0315 0.6 2.1 2.4
C -4.8256 5.1570 -0.3103 -1.5 -2.3 -4.0
C -4.9947 5.3930 1.1418 1.1 -0.5 1.3
C -3.7544 6.3006 1.3469 -1.8 0.5 1.4
C -3.8749 7.1528 0.0963 1.2 -0.3 0.7
O -4.2197 6.2129 -0.9198 0.4 0.1 0.3
H -5.9016 5.8745 1.5075 -0.1 0.3 -0.8
H -4.9948 4.4342 1.6603 0.3 0.0 0.0
H -3.8348 6.9849 2.1916 -0.2 -0.2 0.3
H -2.8485 5.7241 1.5339 0.1 0.1 -0.8
H -4.6560 7.9125 0.1231 0.0 0.0 0.4
H -2.8898 7.6159 0.0394 -0.1 0.1 -1.3
C 1.8549 1.4490 5.7613 -0.5 -0.3 -0.1
C 0.4071 1.0426 5.4199 0.9 1.2 0.2
N 0.1766 -0.2604 5.3196 0.5 -2.0 0.2
O -0.4525 1.8572 5.1971 -0.7 1.0 0.1
H 1.9096 2.0942 6.6381 -0.4 0.1 -0.1
H 2.2160 2.0067 4.8972 0.2 -0.1 0.1
H 2.4810 0.5891 5.9993 0.1 0.0 -0.3
H 0.9689 -0.8861 5.3480 -0.4 -0.1 0.2
H -0.7576 -0.6390 5.2572 0.2 0.3 -0.2
C 1.0075 -1.8915 -11.5012 0.0 0.5 0.9
C 1.4489 -1.5551 -10.0515 0.8 -3.2 0.1
N 1.2071 -0.3741 -9.5544 -1.4 3.5 -0.1
O 1.9880 -2.3518 -9.2875 -0.1 -0.8 -0.9
H 0.2658 -2.6900 -11.5215 0.1 -0.1 0.5
H 1.8482 -2.2525 -12.0937 0.0 0.4 0.1
H 0.5016 -1.0224 -11.9218 0.3 0.0 -0.4
H 0.8188 0.3683 -10.1185 0.0 -0.1 0.2
H 1.2788 -0.2234 -8.5583 0.3 -0.2 -0.3
```
Positions in Å, forces in eV/Å.

Values from the calculation:
- Frontier orbital gap: 8.324 eV
- Energy above the lowest of the compared OMol25 structures with the same formula, charge and spin: 49.4 kcal per mole
- Energy: -2842.02060 Ha

Mulliken atomic charge list, values in e, 8 entries:
1 C -1.377
2 C -0.354
3 N -0.059
4 C -0.269
5 C -1.349
6 C -0.770
7 C -0.981
8 H 0.387